{"formula": "C48H45F4N6S3Ti", "method": "ωB97M-V/def2-TZVPD", "total_charge": 2, "e_above_lowest_ev": 0.382, "gap_ev": [7.015, 7.393], "total_energy_ev": -125920.005, "e_homo_ev": [-11.88, -12.26], "e_lumo_ev": [-4.86, -4.86], "multiplicity": 2, "species": ["C", "H", "N", "C", "H", "C", "C", "N", "C", "H", "H", "C", "C", "C", "H", "H", "H", "H", "H", "H", "C", "C", "C", "C", "H", "C", "H", "C", "C", "H", "H", "C", "H", "H", "C", "C", "C", "S", "C", "C", "C", "H", "C", "C", "C", "H", "N", "H", "H", "C", "C", "N", "C", "H", "N", "H", "H", "H", "C", "S", "C", "C", "C", "C", "C", "F", "C", "C", "F", "H", "C", "H", "H", "F", "S", "H", "H", "C", "H", "F", "H", "H", "Ti", "C", "H", "H", "C", "H", "H", "C", "N", "H", "H", "C", "H", "C", "C", "C", "C", "H", "C", "H", "H", "C", "H", "H", "H"], "xyz": [[0.789054, 5.631815, -0.661411], [-1.882426, -3.139632, -1.375664], [-0.512654, 1.297781, -4.542061], [-6.255559, 3.675709, 0.142228], [0.332084, 7.313443, -5.237856], [-2.009412, -3.625529, -5.675730], [-1.900981, -1.435711, 1.525076], [-0.003098, -0.166631, -2.411599], [3.232369, 0.261754, -6.298262], [1.120987, 0.592743, -6.514547], [-5.690695, 1.731422, -7.938016], [1.156367, 4.449077, -1.294066], [3.406828, 0.229015, 3.330261], [-5.737514, 4.174086, -1.049576], [-2.507813, -4.502011, -6.068748], [-7.232426, 3.998122, 0.477705], [-0.040821, -4.397156, -6.042322], [-3.341410, 1.266729, -8.540489], [-4.103031, 4.138516, -2.421644], [-6.309270, 4.879117, -1.638044], [3.788800, 0.508414, 1.024781], [4.300407, 0.477420, 2.307158], [-0.047072, 6.327319, -5.003541], [-1.483834, 4.911351, -3.699036], [-3.843632, -2.613726, -5.200833], [4.257368, -0.111856, -5.431517], [-0.419228, -1.289932, 3.106082], [0.698190, -3.200734, -0.546014], [-2.597140, 1.655877, -6.574410], [1.106101, -2.399184, -5.157489], [1.519353, 6.419542, -0.531156], [-4.917272, 1.811713, -7.185429], [-2.723027, -0.623272, -4.287407], [0.184987, -2.737171, 1.479950], [-4.278045, 2.351373, 0.477196], [-0.501632, 5.805521, -0.186203], [-2.762564, -2.563878, -5.187948], [-1.668256, 2.210396, -4.096184], [-0.824075, -0.658509, 2.318144], [-3.773426, 2.856050, -0.711353], [0.415997, 5.223426, -5.710809], [-6.288519, 2.351821, -5.625257], [-4.491159, 3.763114, -1.487193], [-0.742149, -1.388299, -4.694545], [-1.447756, 4.799493, -0.344895], [-1.568528, 1.439624, -6.824748], [-1.333441, -1.955572, 0.253497], [1.420029, -3.959178, -0.244434], [-4.521737, 2.523755, -3.893131], [-3.397579, -1.633577, -1.211690], [-0.322868, -3.015520, 0.560387], [-1.805108, 1.083148, -0.373644], [-0.622959, -3.569238, -5.660697], [-0.862191, -3.946920, 0.752054], [-2.359279, 2.037132, -2.755478], [3.457629, 0.516967, -7.325152], [-2.451173, 4.929082, 0.035882], [-1.343423, 7.030478, -3.445026], [1.671201, -0.027250, -4.520910], [-2.173778, 2.265148, -1.163505], [-2.393098, -2.585047, -0.589113], [0.229430, 3.435159, -1.458947], [-0.989362, 6.171999, -3.999780], [1.524728, 0.025267, 1.823990], [-5.255296, 2.165745, -5.886351], [1.260963, -0.182566, 4.176811], [3.984591, -0.445570, -4.114732], [2.054063, 0.010869, 3.111836], [1.927032, 0.316668, -0.455501], [0.515422, 2.512072, -1.954476], [2.449972, 0.294809, 0.825268], [-2.922360, -0.805956, -1.739330], [5.277530, -0.143445, -5.791243], [4.572061, 0.738750, -0.035632], [0.045423, -0.044997, -3.863777], [0.250178, -3.518469, -1.488246], [-0.776007, 6.722731, 0.317677], [1.925002, 0.308601, -5.848682], [5.349669, 0.638340, 2.507393], [3.834876, 0.199958, 4.589606], [-2.734876, -0.789387, 1.264194], [-5.943255, 2.387023, 1.826195], [-0.341172, -0.186830, -0.483013], [-4.269820, 2.275468, -4.915162], [2.167662, 4.316224, -1.655555], [-2.282011, -2.263691, 2.129812], [0.025886, -2.447664, -5.162112], [4.785923, -0.731407, -3.446167], [-3.691491, 1.649573, 1.053406], [-2.956733, 2.014850, -5.280585], [0.229723, -0.207519, 1.398925], [0.318598, 3.094476, -5.947611], [1.277949, -2.291947, -0.743501], [-2.132115, -1.437112, -4.686756], [-2.209696, 4.796378, -2.914267], [-1.067119, 3.631999, -0.989366], [-3.595707, 1.553647, -7.529038], [-1.005608, 3.819825, -4.403379], [-0.057098, 3.956115, -5.415748], [-4.088981, -1.214350, -0.481008], [2.675616, -0.412938, -3.647861], [-1.303399, 0.192049, 2.806696], [1.153471, 5.349379, -6.492281], [-5.534168, 2.769250, 0.900584], [-2.908684, -3.318973, 0.038086], [2.439829, -0.664803, -2.624746], [-3.983598, -2.198257, -1.938463]], "forces_ev_per_a": [[0.0, 0.0, 0.0], [0.0, 0.0, 0.0], [0.1, -0.1, 0.0], [-0.1, 0.0, 0.0], [0.0, 0.0, 0.0], [0.0, 0.0, 0.0], [0.2, 0.0, 0.0], [-0.1, 0.0, -0.3], [0.0, 0.0, 0.0], [0.0, 0.0, 0.0], [0.0, 0.0, 0.0], [0.0, 0.0, 0.0], [-0.1, 0.0, 0.1], [0.0, 0.0, 0.0], [0.0, 0.0, 0.0], [0.0, 0.0, 0.0], [0.0, 0.0, 0.0], [0.0, 0.0, 0.0], [0.1, 0.0, 0.0], [0.0, 0.0, 0.0], [0.0, 0.0, 0.0], [0.1, 0.0, 0.0], [0.1, 0.0, -0.1], [-0.1, 0.2, -0.3], [0.0, 0.0, 0.0], [0.0, 0.0, 0.0], [0.0, -0.1, 0.0], [0.0, 0.0, -0.1], [-0.1, 0.0, 0.0], [0.0, 0.0, 0.0], [0.0, 0.0, 0.0], [0.0, 0.0, 0.0], [0.0, 0.1, 0.0], [0.0, 0.0, 0.0], [-0.1, 0.1, 0.0], [-0.1, 0.0, 0.0], [0.0, 0.0, 0.0], [0.3, 0.1, -0.3], [0.2, 0.0, -0.1], [-0.1, 0.0, 0.0], [0.0, 0.0, 0.0], [0.0, 0.0, 0.0], [0.0, -0.1, 0.1], [-0.1, -0.1, 0.0], [0.2, 0.0, 0.1], [0.0, 0.0, 0.0], [-0.3, -0.3, 0.2], [0.0, 0.0, 0.0], [0.0, 0.0, 0.0], [-0.1, 0.0, -0.1], [0.0, 0.1, 0.0], [-0.6, 0.6, -0.2], [0.0, 0.0, 0.0], [0.0, -0.1, 0.0], [-0.5, 0.2, 0.1], [0.0, 0.0, 0.0], [0.0, 0.0, 0.0], [0.0, 0.0, 0.0], [0.3, -0.1, 0.0], [0.1, -0.2, 0.1], [0.1, 0.1, 0.1], [0.0, 0.1, 0.1], [-0.1, 0.0, 0.1], [-0.6, -0.2, 0.0], [0.0, 0.0, 0.0], [0.0, 0.0, 0.0], [0.0, 0.0, 0.0], [0.0, 0.1, 0.2], [0.0, 0.0, 0.0], [0.0, 0.0, 0.0], [0.1, 0.1, -0.2], [0.1, -0.1, 0.0], [0.0, 0.0, 0.0], [0.0, 0.0, 0.0], [0.0, 0.0, -0.3], [0.0, 0.0, 0.0], [0.0, 0.0, 0.0], [0.1, 0.0, 0.1], [0.0, 0.0, 0.0], [0.0, 0.0, 0.0], [0.0, 0.0, 0.0], [0.0, 0.0, 0.0], [0.8, -0.3, 0.4], [-0.1, -0.1, -0.1], [0.0, 0.0, 0.0], [-0.1, 0.0, 0.0], [-0.1, 0.0, -0.1], [0.0, 0.0, 0.0], [0.0, 0.0, 0.0], [-0.1, 0.0, 0.0], [0.3, -0.2, 0.4], [0.0, 0.0, 0.0], [0.0, 0.0, 0.1], [0.0, -0.1, 0.0], [-0.1, 0.0, 0.0], [0.1, 0.0, 0.1], [0.0, 0.0, 0.0], [0.0, 0.1, -0.1], [0.0, 0.1, 0.1], [0.0, 0.0, 0.0], [0.2, 0.1, -0.2], [0.0, 0.0, 0.1], [0.0, 0.0, 0.0], [0.1, 0.0, 0.0], [0.0, 0.0, 0.0], [0.0, 0.0, 0.0], [-0.1, 0.0, 0.0]]}